1.
This record from the OMol25 dataset describes a structure of composition C44H39AsBrNNaOPTe. The level of theory is ωB97M-V with the def2-TZVPD basis set.

## Properties
Electronic energy in eV: -201676.3758
Energy above the lowest of the compared OMol25 structures with the same formula, charge and spin in kcal per mole: 4.84
Total charge: 0
Gap between HOMO and LUMO in eV: 5.9

CARTESIAN COORDINATES (ANGSTROEM)
1 Na 0.376 -0.099 0.082
2 O 0.571 2.068 0.094
3 C -0.365 2.098 -0.742
4 C 0.008 2.843 -2.021
5 C -0.391 4.166 -2.214
6 C -0.135 4.807 -3.413
7 C 0.497 4.132 -4.455
8 C 0.878 2.814 -4.281
9 C 0.639 2.167 -3.068
10 P 1.128 0.445 -2.743
11 C 0.625 -0.466 -4.235
12 C 1.315 -1.604 -4.653
13 C 0.825 -2.393 -5.684
14 C -0.368 -2.062 -6.309
15 C -1.069 -0.937 -5.894
16 C -0.580 -0.147 -4.864
17 C 2.953 0.528 -2.862
18 C 3.681 0.482 -4.050
19 C 5.064 0.583 -4.036
20 C 5.741 0.744 -2.836
21 C 5.027 0.813 -1.648
22 C 3.645 0.702 -1.664
23 H -0.907 4.687 -1.415
24 H -0.435 5.840 -3.544
25 H 0.684 4.633 -5.396
26 H 1.363 2.279 -5.091
27 H 2.243 -1.885 -4.170
28 H 1.380 -3.270 -5.994
29 H -0.750 -2.675 -7.115
30 H -2.002 -0.671 -6.374
31 H -1.136 0.727 -4.548
32 H 3.166 0.362 -4.995
33 H 5.615 0.542 -4.967
34 H 6.821 0.826 -2.827
35 H 5.543 0.959 -0.707
36 H 3.094 0.792 -0.733
37 C -0.571 -5.257 2.603
38 Te 0.175 -3.268 2.388
39 C 0.048 -2.776 4.458
40 H -1.630 -5.243 2.845
41 H -0.012 -5.782 3.373
42 H -0.420 -5.760 1.649
43 H 0.737 -3.391 5.030
44 H -0.973 -2.904 4.807
45 H 0.328 -1.728 4.554
46 C -4.463 -2.239 4.547
47 C -4.450 -2.098 3.167
48 C -3.528 -1.253 2.567
49 C -2.621 -0.519 3.330
50 C -2.632 -0.682 4.711
51 C -3.548 -1.535 5.315
52 As -1.356 0.579 2.317
53 C -0.180 1.222 3.731
54 C 1.180 0.967 3.596
55 C 2.084 1.382 4.566
56 C 1.631 2.069 5.681
57 C 0.276 2.346 5.818
58 C -0.622 1.928 4.848
59 C -2.427 2.179 2.015
60 C -1.904 3.441 2.269
61 C -2.639 4.577 1.957
62 C -3.898 4.461 1.388
63 C -4.418 3.202 1.123
64 C -3.682 2.067 1.427
65 H -5.177 -2.901 5.021
66 H -5.149 -2.653 2.554
67 H -3.508 -1.184 1.485
68 H -1.919 -0.158 5.331
69 H -3.541 -1.648 6.392
70 H 1.554 0.451 2.718
71 H 3.139 1.177 4.442
72 H 2.331 2.398 6.438
73 H -0.081 2.896 6.679
74 H -1.673 2.172 4.952
75 H -0.911 3.550 2.686
76 H -2.218 5.555 2.154
77 H -4.470 5.346 1.144
78 H -5.395 3.100 0.667
79 H -4.096 1.094 1.193
80 Br 2.030 -5.987 -3.620
81 C 1.659 -4.513 -2.499
82 C 0.351 -4.111 -2.294
83 C 0.138 -3.006 -1.487
84 N 1.117 -2.318 -0.902
85 C 2.366 -2.727 -1.109
86 C 2.694 -3.818 -1.899
87 H -0.479 -4.623 -2.759
88 H -0.874 -2.653 -1.319
89 H 3.154 -2.154 -0.635
90 H 3.726 -4.103 -2.043

Atom charges from the Mulliken analysis, given in e for atoms 1 to 2:
1 Na 0.730
2 O -0.435

2.
This record from the OMol25 dataset describes a structure of composition C44H39CeCl5N4P2 at a distorted geometry. The level of theory is ωB97M-V with the def2-TZVPD basis set.

## Properties
Electronic energy in eV: -146336.5700
<S²>: 0.751
Energy above the lowest of the compared OMol25 structures with the same formula, charge and spin in kcal per mole: 2.76
Total charge: +1
Spin multiplicity: 2
Gap between HOMO and LUMO (alpha / beta) in eV: 7.2 / 7.3

CARTESIAN COORDINATES (ANGSTROEM)
1 Ce 0.707 0.591 -0.846
2 C -1.329 3.332 -1.178
3 P -2.127 1.654 -1.009
4 C -2.801 1.207 -2.661
5 C -2.238 0.082 -3.264
6 C -2.650 -0.341 -4.517
7 C -3.650 0.350 -5.182
8 C -4.241 1.453 -4.580
9 C -3.825 1.875 -3.328
10 C -3.635 2.063 -0.058
11 C -4.363 3.237 -0.243
12 C -5.530 3.456 0.471
13 C -5.975 2.515 1.390
14 C -5.245 1.357 1.600
15 C -4.082 1.132 0.877
16 C -0.549 3.490 0.094
17 C -0.534 4.445 1.084
18 C 0.451 4.042 2.026
19 C 0.978 2.859 1.560
20 C 2.118 1.998 2.015
21 P 1.547 0.215 1.973
22 C 3.089 -0.758 2.145
23 C 4.200 -0.306 2.853
24 C 5.345 -1.088 2.930
25 C 5.388 -2.330 2.313
26 C 4.282 -2.794 1.614
27 C 3.143 -2.007 1.530
28 C 0.833 0.134 3.655
29 C -0.293 0.925 3.902
30 C -0.835 0.982 5.175
31 C -0.274 0.238 6.204
32 C 0.818 -0.577 5.954
33 C 1.370 -0.638 4.681
34 N 0.360 2.506 0.388
35 H -2.044 4.137 -1.318
36 H -0.662 3.313 -2.047
37 H -1.486 -0.484 -2.729
38 H -2.194 -1.209 -4.978
39 H -3.973 0.025 -6.162
40 H -5.028 1.991 -5.092
41 H -4.308 2.728 -2.873
42 H -4.029 3.997 -0.936
43 H -6.087 4.370 0.312
44 H -6.889 2.691 1.941
45 H -5.576 0.633 2.333
46 H -3.510 0.225 1.037
47 H -1.136 5.340 1.125
48 H 0.724 4.559 2.933
49 H 2.457 2.266 3.015
50 H 2.954 2.095 1.312
51 H 4.171 0.657 3.348
52 H 6.203 -0.732 3.485
53 H 6.281 -2.939 2.380
54 H 4.314 -3.766 1.137
55 H 2.281 -2.355 0.971
56 H -0.727 1.510 3.100
57 H -1.698 1.606 5.368
58 H -0.690 0.290 7.202
59 H 1.249 -1.171 6.750
60 H 2.218 -1.281 4.493
61 Cl 2.482 3.840 -1.345
62 C 2.159 3.071 -2.871
63 C 1.629 1.780 -2.827
64 C 1.525 1.169 -4.068
65 Cl 1.047 -0.515 -4.015
66 C 1.831 1.768 -5.281
67 Cl 1.662 0.914 -6.764
68 C 2.285 3.086 -5.267
69 Cl 2.642 3.885 -6.744
70 C 2.473 3.742 -4.049
71 Cl 3.097 5.342 -4.019
72 C 5.825 0.292 -0.984
73 C 4.389 0.214 -0.879
74 N 3.249 0.155 -0.792
75 H 6.236 0.763 -0.091
76 H 6.094 0.883 -1.859
77 H 6.238 -0.711 -1.082
78 N -0.019 -1.781 -0.770
79 C -0.229 -2.925 -0.759
80 N -0.470 -4.195 -0.748
81 C 0.410 -5.138 -0.041
82 C -0.376 -5.849 1.055
83 C -1.603 -6.536 0.452
84 C -2.482 -5.516 -0.276
85 C -1.682 -4.776 -1.343
86 H 1.265 -4.597 0.362
87 H 0.772 -5.866 -0.772
88 H -0.689 -5.118 1.804
89 H 0.274 -6.573 1.548
90 H -2.177 -7.033 1.233
91 H -1.276 -7.307 -0.253
92 H -2.878 -4.795 0.444
93 H -3.328 -6.012 -0.752
94 H -2.268 -3.982 -1.801
95 H -1.370 -5.473 -2.127

Atom charges from the Mulliken analysis, given in e for atoms 1 to 2:
1 Ce 0.920
2 C -1.341

3.
This record from the OMol25 dataset describes a structure of composition C44H40ClFN6O2SiW at a distorted geometry. The level of theory is ωB97M-V with the def2-TZVPD basis set.

## Properties
Electronic energy in eV: -84246.2647
Energy above the lowest of the compared OMol25 structures with the same formula, charge and spin in kcal per mole: 1.41
Total charge: +2
Gap between HOMO and LUMO (alpha / beta) in eV: 6.2 / 6.2

CARTESIAN COORDINATES (ANGSTROEM)
1 W 0.450 -0.173 0.301
2 Cl 0.605 3.085 6.932
3 C 0.512 2.560 5.294
4 C 0.072 3.447 4.308
5 C -0.004 3.050 2.987
6 C 0.353 1.754 2.643
7 O 0.333 1.367 1.361
8 C 0.782 0.852 3.623
9 C 1.075 -0.510 3.308
10 N 0.970 -1.066 2.133
11 C 1.104 -2.492 2.077
12 C 0.899 -3.378 3.104
13 C 1.156 -4.751 2.903
14 C 1.612 -5.222 1.702
15 C 1.787 -4.332 0.617
16 C 2.247 -4.701 -0.669
17 C 2.362 -3.747 -1.639
18 C 1.978 -2.423 -1.359
19 N 1.544 -2.052 -0.173
20 C 1.484 -2.979 0.819
21 C 0.863 1.273 4.961
22 H -0.205 4.454 4.587
23 H -0.334 3.738 2.220
24 H 1.372 -1.142 4.139
25 H 0.556 -3.051 4.076
26 H 1.001 -5.433 3.728
27 H 1.831 -6.273 1.567
28 H 2.507 -5.733 -0.869
29 H 2.725 -3.988 -2.628
30 H 2.027 -1.652 -2.117
31 H 1.200 0.588 5.729
32 C 3.404 1.848 1.479
33 Si 3.601 0.689 0.021
34 C 4.203 -0.966 0.657
35 C 5.003 1.387 -1.000
36 N 1.995 0.554 -0.802
37 C 1.671 1.338 -1.935
38 C 2.553 1.772 -2.933
39 C 2.102 2.522 -4.009
40 C 0.762 2.856 -4.158
41 C -0.153 2.404 -3.219
42 C 0.351 1.673 -2.177
43 F -0.548 1.116 -1.256
44 H 4.387 2.255 1.728
45 H 3.031 1.346 2.372
46 H 2.749 2.693 1.261
47 H 5.194 -0.775 1.079
48 H 4.333 -1.723 -0.117
49 H 3.595 -1.382 1.461
50 H 5.860 1.409 -0.320
51 H 4.841 2.410 -1.340
52 H 5.294 0.770 -1.852
53 H 3.596 1.514 -2.878
54 H 2.819 2.848 -4.751
55 H 0.428 3.446 -5.000
56 H -1.214 2.603 -3.291
57 C -3.314 -0.313 3.312
58 C -2.102 -0.584 2.709
59 N -1.820 -0.236 1.448
60 C -2.764 0.401 0.752
61 C -4.001 0.753 1.278
62 C -4.279 0.363 2.584
63 C -5.031 1.462 0.493
64 C -4.943 2.589 -0.217
65 C -3.802 3.502 -0.407
66 C -4.027 4.756 -0.967
67 C -2.933 5.589 -1.128
68 N -1.703 5.220 -0.774
69 C -1.595 4.008 -0.247
70 N -2.567 3.128 -0.045
71 H -3.493 -0.622 4.332
72 H -1.335 -1.121 3.251
73 H -2.526 0.674 -0.264
74 H -5.237 0.601 3.029
75 H -6.017 1.013 0.557
76 H -5.860 2.935 -0.679
77 H -5.018 5.069 -1.264
78 H -3.040 6.579 -1.556
79 H -0.592 3.692 0.030
80 C -2.300 -3.083 -0.416
81 C -1.424 -2.255 -1.294
82 O -0.720 -1.379 -0.751
83 C -1.381 -2.420 -2.738
84 C -2.117 -3.437 -3.357
85 C -2.068 -3.591 -4.731
86 C -1.293 -2.730 -5.496
87 C -0.566 -1.707 -4.892
88 C -0.609 -1.551 -3.523
89 H -2.089 -2.865 0.628
90 H -2.146 -4.144 -0.614
91 H -3.350 -2.862 -0.624
92 H -2.729 -4.110 -2.771
93 H -2.636 -4.378 -5.207
94 H -1.259 -2.850 -6.571
95 H 0.025 -1.031 -5.496
96 H -0.060 -0.742 -3.059

Atom charges from the Mulliken analysis, given in e for atoms 1 to 2:
1 W 0.630
2 Cl -0.175

4.
This record from the OMol25 dataset describes a structure of composition C44H40IN2O2P3Pt. The level of theory is ωB97M-V with the def2-TZVPD basis set.

## Properties
Electronic energy in eV: -92558.3984
Energy above the lowest of the compared OMol25 structures with the same formula, charge and spin in kcal per mole: 17.18
Total charge: +2
Gap between HOMO and LUMO in eV: 8.3

CARTESIAN COORDINATES (ANGSTROEM)
1 Pt 0.310 -0.119 0.147
2 N 2.294 0.868 2.034
3 P 2.403 0.673 0.346
4 C 3.748 -0.459 -0.007
5 C 3.875 -1.630 0.742
6 C 4.881 -2.532 0.442
7 C 5.753 -2.276 -0.609
8 C 5.626 -1.115 -1.358
9 C 4.626 -0.201 -1.058
10 C 2.812 2.246 -0.398
11 C 2.159 2.655 -1.556
12 C 2.523 3.847 -2.165
13 C 3.526 4.630 -1.611
14 C 4.168 4.229 -0.444
15 C 3.817 3.036 0.163
16 P 0.761 0.190 2.293
17 C 0.880 -1.294 3.274
18 C 1.179 -1.183 4.634
19 C 1.315 -2.329 5.398
20 C 1.132 -3.577 4.814
21 C 0.816 -3.688 3.468
22 C 0.691 -2.546 2.690
23 C -0.268 1.366 3.151
24 C 0.260 2.532 3.697
25 C -0.575 3.406 4.379
26 C -1.927 3.119 4.499
27 C -2.454 1.960 3.940
28 C -1.629 1.079 3.264
29 H 3.073 0.777 2.676
30 H 3.191 -1.842 1.556
31 H 4.988 -3.435 1.028
32 H 6.540 -2.981 -0.840
33 H 6.313 -0.913 -2.168
34 H 4.542 0.714 -1.632
35 H 1.353 2.057 -1.963
36 H 2.013 4.169 -3.064
37 H 3.808 5.561 -2.085
38 H 4.946 4.845 -0.013
39 H 4.329 2.723 1.066
40 H 1.287 -0.209 5.098
41 H 1.551 -2.252 6.450
42 H 1.231 -4.469 5.418
43 H 0.664 -4.663 3.024
44 H 0.444 -2.617 1.638
45 H 1.313 2.761 3.589
46 H -0.170 4.308 4.815
47 H -2.575 3.801 5.031
48 H -3.510 1.744 4.034
49 H -2.037 0.178 2.818
50 O -1.653 -0.885 0.308
51 P -2.173 -1.393 -1.044
52 C -3.755 -0.675 -1.406
53 C -4.696 -1.342 -2.189
54 C -5.904 -0.727 -2.477
55 C -6.171 0.541 -1.978
56 C -5.238 1.200 -1.187
57 C -4.025 0.598 -0.898
58 C -0.942 -0.849 -2.258
59 C -1.207 0.085 -3.252
60 C -0.183 0.523 -4.078
61 C 1.117 0.063 -3.898
62 C 1.400 -0.858 -2.903
63 C 0.371 -1.336 -2.084
64 C -2.250 -3.168 -1.117
65 C -2.547 -3.861 0.057
66 C -2.661 -5.241 0.024
67 C -2.485 -5.923 -1.173
68 C -2.189 -5.234 -2.341
69 C -2.068 -3.854 -2.318
70 H -4.494 -2.339 -2.560
71 H -6.641 -1.240 -3.079
72 H -7.119 1.013 -2.197
73 H -5.466 2.179 -0.786
74 H -3.290 1.091 -0.273
75 H -2.218 0.446 -3.396
76 H -0.399 1.230 -4.867
77 H 1.907 0.417 -4.548
78 H 2.403 -1.247 -2.781
79 H 0.560 -2.188 -1.440
80 H -2.685 -3.321 0.986
81 H -2.893 -5.786 0.929
82 H -2.579 -7.001 -1.196
83 H -2.052 -5.772 -3.269
84 H -1.832 -3.317 -3.229
85 N -0.554 4.352 -0.383
86 C -1.153 3.348 -1.046
87 O -0.941 2.168 -0.787
88 C -2.133 3.744 -2.125
89 I -1.145 4.682 -3.768
90 H 0.137 4.127 0.313
91 H -0.664 5.311 -0.665
92 H -2.880 4.443 -1.758
93 H -2.610 2.851 -2.510

Atom charges from the Mulliken analysis, given in e for atoms 1 to 2:
1 Pt 2.431
2 N 0.420

5.
This record from the OMol25 dataset describes a structure of composition C44H40N5OPS2V at a distorted geometry. The level of theory is ωB97M-V with the def2-TZVPD basis set.

## Properties
Electronic energy in eV: -112420.5096
<S²>: 2.108
Energy above the lowest of the compared OMol25 structures with the same formula, charge and spin in kcal per mole: 0.00
Total charge: +1
Spin multiplicity: 3
Gap between HOMO and LUMO (alpha / beta) in eV: 6.4 / 6.0

CARTESIAN COORDINATES (ANGSTROEM)
1 V -0.982 0.644 1.529
2 C -2.430 -3.420 1.645
3 C -2.164 -1.980 1.381
4 N -1.079 -1.312 1.735
5 N -0.176 -1.959 2.579
6 C 0.186 -1.283 3.682
7 N 1.128 -1.859 4.439
8 S -0.507 0.222 4.031
9 C -3.177 -1.104 0.843
10 C -4.402 -1.548 0.359
11 C -5.360 -0.623 0.013
12 C -5.077 0.734 0.169
13 C -3.845 1.117 0.636
14 N -2.880 0.224 0.966
15 H -1.607 -3.917 2.150
16 H -2.620 -3.956 0.711
17 H -3.317 -3.530 2.274
18 H 0.210 -2.850 2.321
19 H 1.422 -2.812 4.301
20 H 1.363 -1.410 5.307
21 H -4.590 -2.611 0.259
22 H -6.322 -0.946 -0.368
23 H -5.813 1.492 -0.070
24 H -3.574 2.154 0.769
25 C 2.377 -3.924 -2.711
26 C 1.858 -3.887 -1.267
27 C 2.348 -5.139 -0.527
28 C 0.330 -3.919 -1.309
29 C 2.387 -2.641 -0.542
30 C 3.780 -2.482 -0.384
31 C 4.313 -1.401 0.275
32 C 3.435 -0.469 0.836
33 S 3.810 0.949 1.729
34 C 2.132 1.274 1.966
35 N 1.321 0.410 1.398
36 C 2.062 -0.599 0.722
37 C 1.547 -1.678 -0.017
38 C 1.751 2.405 2.855
39 C 2.644 2.801 3.857
40 C 2.283 3.746 4.800
41 C 1.006 4.293 4.766
42 C 0.124 3.914 3.767
43 C 0.489 2.993 2.790
44 H 2.052 -4.845 -3.205
45 H 3.468 -3.890 -2.748
46 H 1.994 -3.077 -3.280
47 H 1.943 -6.040 -0.997
48 H 2.026 -5.128 0.520
49 H 3.437 -5.220 -0.541
50 H -0.005 -4.827 -1.818
51 H -0.079 -3.061 -1.856
52 H -0.105 -3.926 -0.300
53 H 4.455 -3.222 -0.802
54 H 5.388 -1.283 0.371
55 H 0.480 -1.743 -0.169
56 H 3.616 2.330 3.938
57 H 2.985 4.036 5.572
58 H 0.704 5.014 5.516
59 H -0.878 4.328 3.734
60 O -1.746 2.336 2.054
61 C -0.472 2.670 1.688
62 C -0.333 3.541 0.451
63 C -0.021 4.901 0.551
64 C 0.038 5.699 -0.580
65 C -0.195 5.154 -1.839
66 C -0.479 3.807 -1.953
67 C -0.561 3.008 -0.810
68 P -0.656 1.191 -0.866
69 C -2.014 0.750 -2.017
70 C -2.927 1.669 -2.532
71 C -3.967 1.248 -3.356
72 C -4.123 -0.096 -3.661
73 C -3.248 -1.029 -3.117
74 C -2.215 -0.606 -2.292
75 C 0.863 0.905 -1.883
76 C 2.031 1.573 -1.501
77 C 3.207 1.414 -2.217
78 C 3.234 0.603 -3.345
79 C 2.077 -0.047 -3.744
80 C 0.903 0.087 -3.008
81 H 0.183 5.335 1.523
82 H 0.275 6.753 -0.485
83 H -0.126 5.774 -2.727
84 H -0.593 3.363 -2.935
85 H -2.837 2.719 -2.291
86 H -4.662 1.978 -3.756
87 H -4.931 -0.420 -4.308
88 H -3.375 -2.085 -3.330
89 H -1.561 -1.351 -1.842
90 H 2.025 2.238 -0.646
91 H 4.100 1.945 -1.904
92 H 4.148 0.493 -3.920
93 H 2.080 -0.655 -4.641
94 H 0.012 -0.417 -3.359

Atom charges from the Mulliken analysis, given in e for atoms 1 to 2:
1 V -0.965
2 C -2.214

- What is the formula in the third record?
  C44H40ClFN6O2SiW

- Among the records above, which one has the highest electronic energy?
  C44H40ClFN6O2SiW